C34H28Cl2N3PPdS2 | ωB97M-V with the def2-TZVPD basis set

The geometry in XYZ format:
```
71
Properties=species:S:1:pos:R:3:mulliken_charge:R:1
Pd -0.024 -1.007 0.198 0.155
S 2.303 -0.488 0.851 -0.468
C 1.913 -1.335 2.314 1.055
C 2.870 -1.664 3.275 -0.963
C 2.455 -2.338 4.410 -0.286
C 1.106 -2.637 4.564 -0.826
C 0.224 -2.271 3.556 -0.474
N 0.613 -1.645 2.454 0.085
H 3.905 -1.407 3.117 0.510
H 3.171 -2.628 5.163 0.433
H 0.747 -3.149 5.441 0.453
H -0.831 -2.496 3.638 0.498
Cl 0.049 -3.439 -0.110 -0.160
C 0.864 -3.686 -1.607 1.106
C 1.423 -4.931 -1.839 -0.695
C 2.071 -5.173 -3.039 -0.542
C 2.164 -4.171 -3.991 -0.892
C 1.602 -2.928 -3.752 -0.473
C 0.940 -2.666 -2.555 -0.363
P 0.162 -1.029 -2.266 1.577
C -1.413 -1.198 -3.150 0.640
C -2.008 -2.436 -3.389 -0.402
C -3.227 -2.499 -4.040 -0.734
C -3.872 -1.333 -4.422 -0.612
C -3.289 -0.098 -4.175 -0.850
C -2.066 -0.027 -3.537 -0.561
C 1.149 0.168 -3.212 0.664
C 1.039 0.276 -4.600 -0.432
C 1.822 1.197 -5.274 -0.812
C 2.713 2.007 -4.583 -0.598
C 2.816 1.904 -3.204 -0.773
C 2.031 0.995 -2.518 -0.369
H 1.344 -5.703 -1.091 0.508
H 2.494 -6.147 -3.223 0.426
H 2.674 -4.356 -4.924 0.450
H 1.676 -2.151 -4.498 0.406
H -1.512 -3.349 -3.092 0.420
H -3.668 -3.461 -4.255 0.472
H -4.824 -1.393 -4.925 0.437
H -3.790 0.808 -4.480 0.473
H -1.587 0.929 -3.361 0.661
H 0.340 -0.344 -5.145 0.517
H 1.736 1.287 -6.347 0.445
H 3.313 2.727 -5.121 0.427
H 3.506 2.531 -2.662 0.480
H 2.093 0.929 -1.438 0.050
Cl -2.583 -1.189 0.024 -0.046
C -2.614 0.611 0.188 -0.304
H -3.501 0.856 0.782 0.421
H -2.688 1.034 -0.815 0.307
S 0.944 3.728 3.676 -0.180
C 0.020 2.682 2.610 0.566
C -0.039 2.966 1.222 -1.016
C -0.723 2.165 0.373 -0.238
N -1.394 1.010 0.823 -0.026
C -1.251 0.680 2.193 -0.048
C -0.571 1.476 3.054 -1.066
C -0.190 4.221 4.944 0.960
C -1.541 3.887 4.957 -0.292
C -2.309 4.325 6.027 -0.536
N -1.796 5.066 6.978 -0.508
C -0.528 5.401 6.993 -0.370
C 0.333 4.995 5.983 -0.578
H 0.454 3.845 0.838 0.539
H -0.815 2.382 -0.680 0.495
H -1.767 -0.218 2.509 0.664
H -0.485 1.179 4.088 0.622
H -1.989 3.323 4.156 0.431
H -3.362 4.094 6.109 0.365
H -0.198 6.022 7.815 0.380
H 1.373 5.282 5.996 0.398
```

Properties
Spin multiplicity: 1
E_HOMO (spin up / spin down) (eV): -13.36 / -13.41
Kohn-Sham gap (spin up / spin down) (eV): 5.98 / 5.97
Net charge: +2